# 1
{
  "formula": "C34H66Br2Cl20F3N2S3",
  "method": "ωB97M-V/def2-TZVPD",
  "symbols": ["C", "C", "N", "C", "C", "C", "S", "S", "C", "C", "C", "S", "C", "C", "C", "F", "Br", "C", "F", "F", "Br", "C", "N", "C", "H", "H", "H", "H", "H", "H", "H", "H", "H", "H", "H", "H", "H", "H", "H", "H", "H", "H", "H", "H", "H", "H", "H", "H", "H", "H", "Cl", "C", "C", "Cl", "H", "H", "H", "H", "Cl", "C", "C", "Cl", "H", "H", "H", "H", "Cl", "C", "C", "Cl", "H", "H", "H", "H", "Cl", "C", "C", "Cl", "H", "H", "H", "H", "Cl", "C", "C", "Cl", "H", "H", "H", "H", "Cl", "C", "C", "Cl", "H", "H", "H", "H", "Cl", "C", "C", "Cl", "H", "H", "H", "H", "Cl", "C", "C", "Cl", "H", "H", "H", "H", "Cl", "C", "C", "Cl", "H", "H", "H", "H", "Cl", "C", "C", "Cl", "H", "H", "H", "H"],
  "coordinates": [[6.478471, -0.355260, 1.481729], [6.356456, 1.180649, 1.407130], [5.219765, 1.604988, 0.569193], [5.379678, 1.166578, -0.852190], [4.089458, 0.438639, -1.329398], [5.079028, 3.025799, 0.610535], [6.275264, 4.116187, 0.513479], [3.381998, 3.691633, 0.793951], [2.603443, 3.511614, -0.848708], [1.167688, 4.079259, -0.716725], [0.243338, 2.860086, -0.475397], [-1.491180, 3.373040, -0.223344], [-2.579806, 2.208676, -1.146596], [-2.107185, 0.733824, -1.069397], [-3.164384, -0.359500, -0.807679], [-3.577433, -0.922741, -1.980124], [-4.688419, 0.164503, 0.263719], [-2.419522, -1.524111, -0.029245], [-1.249261, -1.796071, -0.600795], [-2.214439, -1.131743, 1.244084], [-3.537821, -3.115379, 0.038835], [-1.821434, 3.226401, 1.601961], [-3.006375, 2.438115, 1.855271], [-2.878791, 1.796063, 3.192914], [5.539397, -0.879119, 1.245179], [6.920669, -0.700716, 2.424320], [7.185893, -0.680125, 0.698300], [7.327549, 1.578836, 1.064563], [6.186903, 1.564397, 2.424720], [5.527441, 2.043080, -1.503836], [6.273631, 0.545503, -0.984270], [3.765811, 0.795525, -2.317387], [4.195346, -0.655116, -1.338094], [3.289532, 0.661632, -0.605337], [3.156169, 4.088149, -1.602805], [2.530290, 2.467992, -1.177020], [1.057354, 4.725514, 0.167654], [0.836841, 4.612326, -1.617562], [0.292373, 2.104605, -1.271538], [0.577201, 2.357549, 0.447694], [-2.479058, 2.557928, -2.184415], [-3.610121, 2.409422, -0.831907], [-1.311731, 0.620562, -0.319731], [-1.632771, 0.481890, -2.029875], [-0.932872, 2.768362, 2.054966], [-1.909774, 4.257989, 1.980216], [-3.805657, 3.068329, 1.855452], [-2.779140, 2.591133, 3.951635], [-3.799389, 1.233704, 3.394074], [-2.026489, 1.107627, 3.210295], [-6.651841, 1.568715, 2.371833], [-8.349198, 1.455783, 1.822158], [-8.935264, 0.088959, 2.066100], [-8.190250, -1.153653, 1.023112], [-8.377862, 1.719659, 0.766759], [-8.910404, 2.205195, 2.378921], [-9.997695, 0.099190, 1.839117], [-8.811017, -0.222567, 3.101587], [6.140755, 0.015429, -6.734885], [4.430901, -0.066056, -6.240437], [3.852713, 1.302821, -5.977338], [4.559380, 2.057968, -4.520868], [4.364901, -0.706117, -5.361964], [3.886207, -0.542933, -7.055102], [2.779244, 1.223231, -5.804898], [4.017286, 1.973530, -6.820423], [-11.978875, 0.081749, 3.177069], [-12.211737, -0.844036, 4.683671], [-12.166518, 0.039099, 5.904914], [-10.531869, 0.690179, 6.196516], [-11.449581, -1.619749, 4.723440], [-13.186443, -1.324874, 4.611393], [-12.439347, -0.538998, 6.786822], [-12.852993, 0.878641, 5.817416], [3.627135, -3.285376, -3.404795], [3.412271, -4.287081, -1.942998], [3.604355, -3.490962, -0.676755], [5.298172, -2.984836, -0.450804], [4.109109, -5.120497, -2.000083], [2.397713, -4.683429, -1.977150], [3.337406, -4.095327, 0.190337], [2.982227, -2.596362, -0.671001], [3.704854, -1.850830, 3.289921], [1.976121, -1.801055, 2.864577], [1.291480, -3.128150, 3.087614], [1.847208, -4.373095, 1.938946], [1.895114, -1.477330, 1.827445], [1.515816, -1.042911, 3.498235], [0.216979, -3.018938, 2.939209], [1.461886, -3.504880, 4.093004], [5.824226, 4.580927, -7.281351], [5.073803, 5.033428, -8.833762], [3.629221, 4.606314, -8.904190], [3.475800, 2.832475, -8.973800], [5.659262, 4.586182, -9.635515], [5.142680, 6.117230, -8.920225], [3.168617, 5.003429, -9.807969], [3.061411, 4.960778, -8.046134], [0.519463, -7.923405, 6.789792], [1.765482, -7.179598, 5.754503], [2.393021, -5.968140, 6.397205], [1.248241, -4.603901, 6.518933], [1.306942, -6.931832, 4.799354], [2.526048, -7.939634, 5.579992], [3.231090, -5.625877, 5.790598], [2.760462, -6.186222, 7.397774], [9.712612, 1.811968, -10.755946], [8.323388, 2.311589, -9.759141], [7.085364, 1.503168, -10.059330], [6.428301, 1.847092, -11.682452], [8.156021, 3.374427, -9.924397], [8.610616, 2.166780, -8.718004], [6.302665, 1.750824, -9.341977], [7.281476, 0.434727, -9.997184], [-1.877319, -10.630232, 3.090186], [-1.729910, -8.950710, 3.663468], [-1.003253, -8.074809, 2.672028], [0.722639, -8.501957, 2.536483], [-1.224693, -8.965222, 4.627317], [-2.742126, -8.574871, 3.810717], [-1.047562, -7.034925, 2.996918], [-1.443671, -8.142419, 1.679258], [-6.303678, 4.138818, 4.758145], [-7.628596, 4.705884, 5.810575], [-8.909297, 3.946498, 5.571221], [-9.617508, 4.309384, 3.975911], [-7.758945, 5.772780, 5.642160], [-7.300154, 4.558138, 6.838678], [-9.650055, 4.230649, 6.317546], [-8.754404, 2.871876, 5.633529]],
  "forces_ev_per_angstrom": [[0.34, -0.06, -1.02], [0.38, -0.67, 0.85], [0.85, 0.77, -0.14], [-1.14, -0.06, -0.62], [0.00, -0.07, 0.27], [-0.05, 0.12, -0.43], [-0.33, -0.35, 0.29], [0.01, -0.31, -0.09], [-0.14, 0.43, -0.23], [-0.51, -0.84, 0.15], [0.33, -0.26, 0.46], [-0.28, 0.59, -0.56], [0.68, -0.43, -0.10], [-0.13, 0.32, -0.07], [0.82, -0.82, 0.61], [-0.05, 0.53, -0.04], [0.12, -0.10, -0.57], [-1.77, 0.01, 0.13], [0.28, 0.02, -0.01], [0.61, 0.11, -0.13], [0.40, 0.11, -0.10], [-0.45, -0.30, 0.40], [0.96, 0.22, 0.24], [-0.70, 0.47, -0.17], [0.28, 0.34, 0.52], [-0.37, 0.19, -0.11], [-0.23, -0.02, 0.26], [-0.41, 0.11, 0.01], [-0.05, 0.06, -0.38], [0.10, -0.19, 0.29], [-0.27, 0.09, 0.29], [0.20, -0.31, 0.25], [0.11, 0.36, -0.14], [0.24, -0.08, -0.18], [-0.02, -0.21, 0.28], [0.29, 0.29, 0.08], [0.21, 0.13, -0.44], [0.24, -0.03, 0.26], [-0.20, 0.40, 0.01], [-0.19, 0.08, -0.25], [-0.04, 0.14, 0.37], [0.32, -0.16, 0.21], [-0.38, 0.09, -0.04], [-0.20, -0.07, 0.29], [-0.20, 0.03, -0.25], [0.25, -0.15, -0.44], [-0.06, -0.33, 0.06], [0.13, -0.54, 0.08], [0.30, 0.09, -0.05], [-0.18, 0.22, -0.06], [0.03, 0.00, 0.03], [-0.35, 0.05, -0.08], [0.11, 0.05, -0.07], [0.08, -0.02, 0.01], [0.11, -0.07, 0.02], [0.06, -0.05, 0.08], [0.26, 0.03, -0.10], [0.03, 0.01, -0.04], [0.03, 0.01, 0.03], [-0.13, -0.07, 0.03], [-0.06, -0.04, -0.14], [0.04, 0.13, -0.02], [0.08, 0.05, 0.00], [0.01, 0.07, -0.01], [0.04, -0.05, 0.02], [0.10, -0.11, 0.34], [-0.35, 0.04, 0.18], [-0.07, -0.17, 0.08], [-0.18, -0.04, 0.04], [0.05, 0.02, -0.01], [0.03, 0.08, -0.02], [0.00, 0.08, 0.02], [0.06, -0.03, -0.04], [0.09, 0.01, -0.05], [0.02, 0.03, -0.04], [-0.09, -0.08, 0.09], [0.03, -0.19, 0.02], [0.01, -0.08, -0.08], [0.05, 0.10, -0.03], [0.01, 0.06, 0.02], [0.22, 0.13, -0.36], [0.04, 0.00, -0.04], [-0.07, -0.04, -0.05], [-0.06, 0.06, 0.02], [-0.13, 0.14, 0.10], [-0.29, -0.18, 0.34], [0.06, -0.07, 0.00], [-0.01, -0.07, 0.04], [0.03, 0.02, -0.05], [0.07, 0.02, -0.05], [0.01, -0.10, 0.00], [0.03, 0.12, -0.10], [-0.03, 0.21, -0.06], [-0.13, 0.00, -0.29], [-0.05, -0.05, 0.04], [-0.05, -0.02, 0.04], [0.07, -0.06, -0.03], [0.08, -0.07, 0.03], [-0.06, 0.03, -0.01], [0.08, 0.02, -0.09], [0.21, -0.12, -0.03], [-0.06, 0.02, 0.07], [0.00, 0.00, 0.07], [0.01, 0.04, 0.04], [-0.06, -0.01, -0.04], [-0.12, 0.03, 0.00], [0.00, 0.03, -0.03], [-0.03, 0.01, 0.11], [-0.06, -0.01, 0.16], [0.00, 0.03, 0.00], [0.01, -0.04, -0.07], [-0.05, -0.04, -0.02], [0.04, 0.04, -0.01], [0.03, 0.05, -0.07], [0.03, 0.00, 0.00], [-0.06, 0.05, 0.08], [-0.13, 0.13, 0.02], [0.03, -0.03, -0.07], [0.04, -0.03, -0.07], [0.03, 0.02, -0.06], [0.01, -0.04, 0.06], [0.06, -0.09, 0.02], [0.03, 0.05, -0.01], [-0.06, 0.12, 0.19], [0.02, -0.05, 0.13], [-0.01, -0.01, -0.03], [0.02, -0.05, -0.09], [-0.03, -0.06, -0.03], [0.03, 0.04, -0.02], [0.02, 0.04, -0.08]],
  "spin_multiplicity": 1,
  "gap_ev": 7.844,
  "e_homo_ev": -10.3517,
  "energy_ha": -17290.3583,
  "total_charge": 1
}

***

# 2
{
  "formula": "C33H24Cl2MnN8O3S",
  "method": "ωB97M-V/def2-TZVPD",
  "symbols": ["Mn", "Cl", "C", "C", "C", "N", "C", "O", "C", "C", "C", "C", "C", "N", "C", "C", "C", "Cl", "N", "C", "O", "C", "C", "C", "C", "C", "N", "H", "H", "H", "H", "H", "H", "H", "H", "H", "H", "S", "C", "N", "N", "C", "C", "C", "C", "C", "C", "N", "N", "C", "C", "C", "C", "C", "C", "H", "H", "H", "H", "H", "H", "H", "H", "H", "H", "H", "C", "C", "O", "H", "H", "H"],
  "coordinates": [[1.001247, -0.827601, -0.719064], [5.065398, -0.655535, 5.177636], [4.158946, -1.246180, 3.821974], [3.373398, -0.366858, 3.105714], [2.626046, -0.791045, 2.004669], [1.943362, 0.072238, 1.188106], [1.625603, 1.309706, 1.593651], [1.568864, 1.757096, 2.745499], [1.393574, 2.243330, 0.441318], [1.500619, 3.619163, 0.650857], [1.387562, 4.475163, -0.425366], [1.162799, 3.933192, -1.683155], [1.059184, 2.554341, -1.797260], [1.179038, 1.727332, -0.768726], [2.672770, -2.172256, 1.640547], [3.491210, -3.032571, 2.374832], [4.222990, -2.576843, 3.454202], [5.200628, -3.703911, 4.350027], [1.889412, -2.557498, 0.581757], [1.671525, -3.840808, 0.276292], [2.120900, -4.863989, 0.813738], [0.674783, -4.008954, -0.831502], [0.467415, -5.279367, -1.363558], [-0.530462, -5.467175, -2.297436], [-1.279230, -4.363622, -2.683539], [-0.985940, -3.132622, -2.126984], [-0.038193, -2.946929, -1.216433], [3.325816, 0.665974, 3.405986], [1.673281, 3.975367, 1.654528], [1.471217, 5.547297, -0.297857], [1.066201, 4.560204, -2.558680], [0.864020, 2.083956, -2.755594], [3.536870, -4.072930, 2.097462], [1.088480, -6.086494, -1.005040], [-0.731630, -6.447051, -2.711381], [-2.085045, -4.451291, -3.398023], [-1.544184, -2.256512, -2.429753], [0.073859, -0.246152, -2.987147], [-1.466594, 0.373781, -2.344298], [-2.277825, 0.834644, -3.269753], [-3.454261, 1.452623, -2.901789], [-3.618637, 2.539314, -2.102106], [-4.889281, 3.131390, -2.000108], [-5.077425, 4.264947, -1.240132], [-4.017139, 4.840931, -0.555409], [-2.762163, 4.250595, -0.634355], [-2.557336, 3.122086, -1.391815], [-1.780324, 0.326866, -1.062873], [-0.989733, -0.285314, -0.191876], [-1.490393, -0.364134, 1.075711], [-2.607528, 0.379997, 1.507107], [-3.083307, 0.239736, 2.791591], [-2.479798, -0.633348, 3.686844], [-1.374521, -1.368943, 3.274794], [-0.886831, -1.241165, 1.996633], [-4.174212, 1.302180, -3.596874], [-5.721280, 2.677381, -2.525480], [-6.066126, 4.706941, -1.176060], [-4.161909, 5.737805, 0.030579], [-1.924925, 4.674368, -0.096436], [-1.579653, 2.674649, -1.450830], [-3.065253, 1.073115, 0.815703], [-3.942117, 0.820387, 3.111522], [-2.860383, -0.735633, 4.696490], [-0.892882, -2.051556, 3.963269], [-0.033355, -1.822576, 1.672550], [3.887301, -0.311824, -1.400825], [2.661691, -1.207127, -1.676400], [2.788350, -2.186828, -2.378738], [4.599903, -0.378029, -2.224686], [4.346825, -0.688033, -0.487111], [3.588788, 0.720610, -1.237138]],
  "forces_ev_per_angstrom": [[-1.10, 0.12, 0.67], [0.16, 0.19, 0.27], [0.03, -0.27, -0.12], [-0.08, 0.03, -0.05], [0.33, -0.40, 0.42], [-0.43, 0.12, -0.85], [0.10, -0.56, 0.24], [0.10, 0.21, -0.18], [-0.11, 0.53, -0.24], [-0.10, -0.19, 0.17], [-0.04, -0.05, -0.25], [0.04, 0.02, 0.18], [-0.02, 0.30, -0.36], [0.19, 0.00, 0.32], [0.25, 0.16, 0.49], [0.02, -0.12, -0.02], [0.00, 0.22, 0.08], [0.12, -0.19, 0.06], [-0.51, 0.24, -0.68], [0.20, 0.56, 0.35], [0.02, -0.14, -0.15], [-0.46, -0.13, -0.33], [0.09, -0.06, 0.13], [-0.02, 0.26, -0.02], [-0.02, -0.24, 0.04], [-0.34, 0.14, -0.06], [0.39, -0.51, 0.01], [-0.01, 0.03, 0.04], [-0.01, -0.04, 0.09], [0.01, 0.03, 0.05], [-0.04, -0.01, -0.04], [0.01, -0.02, 0.06], [-0.02, 0.04, 0.03], [0.01, -0.01, 0.05], [0.03, -0.04, -0.03], [-0.03, 0.03, -0.06], [0.05, 0.02, 0.06], [0.33, -0.38, 0.37], [0.77, -0.30, -0.93], [0.58, 0.28, -0.65], [-0.78, -0.62, 0.18], [0.12, 0.23, 0.12], [0.04, -0.15, -0.11], [-0.07, 0.13, 0.06], [0.00, 0.24, 0.19], [-0.16, 0.17, 0.03], [0.15, -0.21, -0.20], [-1.06, 0.05, 1.57], [0.46, 0.21, -1.27], [-0.66, 0.03, 0.93], [0.18, 0.06, -0.33], [-0.12, -0.04, 0.27], [-0.04, -0.04, 0.16], [-0.14, 0.00, 0.26], [0.13, 0.11, -0.49], [0.25, 0.12, 0.22], [-0.06, -0.01, -0.03], [0.00, -0.01, -0.01], [-0.05, 0.03, 0.08], [0.06, 0.05, 0.04], [0.02, 0.04, 0.04], [-0.02, -0.02, -0.03], [0.01, 0.04, -0.03], [0.00, 0.01, 0.00], [0.05, -0.02, 0.01], [-0.01, -0.02, 0.03], [-0.46, -0.06, -0.10], [1.83, -0.61, -1.14], [-0.14, 0.51, 0.24], [-0.06, -0.13, -0.03], [0.03, 0.01, 0.13], [-0.01, 0.04, 0.07]],
  "spin_multiplicity": 6,
  "gap_ev": [5.632, 6.196],
  "e_above_lowest_kj_mol": 40.5,
  "e_homo_ev": [-1.2593, -1.8215],
  "energy_ha": -4405.3968,
  "total_charge": -2
}

***

# 3
{
  "formula": "C14H19N2O5Ta",
  "method": "ωB97M-V/def2-TZVPD",
  "symbols": ["Ta", "O", "C", "O", "C", "C", "C", "C", "C", "N", "C", "O", "O", "H", "H", "H", "H", "H", "C", "C", "C", "N", "H", "H", "H", "H", "H", "C", "C", "C", "C", "O", "H", "H", "H", "H", "H", "H", "H", "H", "H"],
  "coordinates": [[-1.504282, 1.061079, -0.381495], [-4.927746, -1.357746, -0.265203], [-3.971479, -0.601652, -0.597766], [-3.128600, -0.101259, 0.202155], [-3.805444, -0.255239, -2.037807], [-4.601436, -0.623962, -3.108837], [-4.258235, -0.121136, -4.364835], [-3.162115, 0.735141, -4.506633], [-2.427476, 1.045487, -3.375263], [-2.744804, 0.541164, -2.177811], [-1.251760, 1.960960, -3.214152], [-0.674773, 2.630724, -4.117363], [-0.811844, 2.062529, -2.031181], [-5.009507, -1.560458, 0.692851], [-5.459610, -1.272081, -2.973701], [-4.851828, -0.383909, -5.233168], [-2.917043, 1.136218, -5.483267], [-1.006967, 2.562673, -5.033468], [-2.192598, 5.369451, 2.973272], [-1.153730, 4.226916, 3.074179], [-1.273208, 3.270099, 2.011965], [-1.381592, 2.506207, 1.145122], [-2.011226, 6.038531, 3.811287], [-3.207551, 4.987007, 3.050969], [-2.070909, 5.932098, 2.050723], [-1.251114, 3.660900, 4.009950], [-0.122646, 4.602250, 3.032432], [4.913596, -4.897843, 1.188982], [5.388600, -3.630724, 1.728582], [5.150612, -3.305746, 3.129608], [6.262048, -2.783142, 0.926948], [-0.267108, -0.039907, -0.151693], [5.732861, -5.606039, 1.422314], [4.822325, -4.902844, 0.105214], [4.033131, -5.286719, 1.695028], [5.991722, -3.792644, 3.660058], [4.247886, -3.758480, 3.533268], [5.233691, -2.244663, 3.351846], [7.279414, -3.145007, 1.172585], [6.246942, -1.738117, 1.229197], [6.143803, -2.920118, -0.144895]],
  "forces_ev_per_angstrom": [[-0.41, 0.31, -0.14], [-0.01, 0.04, 0.00], [0.03, -0.09, 0.00], [0.08, 0.12, 0.00], [0.00, -0.01, -0.01], [0.00, 0.00, 0.00], [0.00, 0.00, 0.00], [0.00, 0.00, 0.00], [0.01, -0.01, 0.00], [0.08, 0.02, 0.08], [0.06, -0.04, -0.04], [-0.02, 0.02, 0.02], [-0.06, -0.02, 0.16], [0.00, 0.00, 0.00], [0.00, 0.00, 0.00], [0.00, 0.00, 0.00], [0.00, 0.00, 0.00], [0.00, 0.00, -0.01], [0.00, 0.00, 0.00], [0.01, 0.00, -0.01], [0.02, 0.02, 0.01], [-0.04, -0.07, -0.05], [0.00, 0.00, 0.00], [0.00, 0.00, 0.00], [0.00, 0.00, 0.00], [0.00, 0.00, 0.00], [0.00, 0.00, 0.00], [-0.01, -0.02, -0.01], [0.30, -0.20, 0.10], [-0.01, 0.01, 0.02], [0.01, 0.02, -0.02], [-0.01, -0.11, -0.11], [0.00, 0.01, 0.00], [-0.01, 0.00, 0.00], [0.00, 0.00, 0.00], [-0.01, 0.00, -0.01], [0.00, 0.01, 0.00], [0.00, 0.00, 0.00], [-0.01, 0.00, 0.00], [0.00, 0.00, 0.00], [0.00, 0.01, 0.00]],
  "spin_multiplicity": 1,
  "gap_ev": 8.599,
  "e_homo_ev": -22.5143,
  "energy_ha": -1086.2125,
  "total_charge": 4
}